Entry 1:
Below is a molecular structure, C33H32ClN6O4Y, with properties calculated with the ωB97M-V functional and the def2-TZVPD basis.

```
77
Properties=species:S:1:pos:R:3:forces:R:3:mulliken_charge:R:1
Y 0.958087 -0.220276 -0.686897 -0.057 0.684 -0.606 0.4519
C -3.359640 -1.741613 -1.181968 -0.018 0.025 -0.120 -1.4912
C -2.136107 -2.661311 -1.247868 0.016 -0.066 0.014 -0.2606
C -1.002174 -2.178404 -2.178813 0.018 -0.150 0.063 -1.2239
N 0.304833 -2.203204 -1.548550 -0.070 -0.072 0.174 -0.0254
C 1.000560 -3.312186 -1.395547 0.120 -0.056 -0.005 1.2857
C 0.511325 -4.560976 -1.838005 -0.005 -0.023 0.010 -0.9604
C 1.047747 -5.833215 -1.810574 -0.019 -0.015 -0.023 -0.6818
C 2.262843 -6.286932 -1.321230 -0.066 0.055 -0.016 -0.7563
C 3.224842 -5.493320 -0.726067 0.110 0.012 0.046 -0.6732
C 3.248822 -4.132719 -0.464441 0.044 0.031 -0.111 -0.9050
C 2.321597 -3.101150 -0.718023 -0.208 -0.118 0.077 1.2353
N 2.540663 -1.850396 -0.344125 0.004 -0.071 0.044 0.0383
C 3.778614 -1.478379 0.313675 -0.102 -0.056 0.051 -0.8314
C 3.746895 -0.018725 0.770938 0.082 0.057 0.005 -1.6886
C 2.790994 0.268121 1.931533 -0.048 -0.057 0.056 -0.9182
N 1.409135 0.322462 1.489014 -0.082 -0.052 0.177 0.5978
C 0.428869 0.486702 2.365950 -0.220 -0.148 0.001 0.8655
C 0.690487 0.579764 3.749283 -0.026 0.148 0.017 -0.9270
C -0.115589 0.839121 4.847036 0.080 -0.009 0.039 -0.7084
C -1.468426 1.098127 4.932572 -0.046 -0.006 -0.077 -0.8643
C -2.340147 1.101774 3.853509 -0.076 0.060 0.043 -0.7851
C -2.117208 0.845110 2.517255 0.039 -0.042 -0.075 -0.9400
C -0.954686 0.512405 1.774762 0.110 0.122 0.153 1.4220
N -1.014516 0.259528 0.479121 0.172 -0.163 0.012 1.0749
C -2.270784 0.431172 -0.241393 0.056 0.043 -0.051 -1.2500
C -3.321533 -0.683588 -0.079373 -0.049 0.013 0.083 -0.7252
H -4.254701 -2.348524 -1.030345 0.009 -0.010 0.055 0.4706
H -3.506143 -1.249627 -2.151714 0.021 -0.017 0.022 0.4155
H -2.448433 -3.662026 -1.554329 -0.027 0.041 -0.034 0.6013
H -1.719647 -2.781068 -0.244342 0.010 0.027 0.034 0.2939
H -1.195106 -1.143015 -2.492708 -0.009 0.013 0.065 0.1932
H -1.000079 -2.748457 -3.112321 -0.014 0.024 -0.061 0.7495
H -0.477217 -4.513020 -2.276996 0.050 -0.014 0.017 0.1575
H 0.403591 -6.593148 -2.242639 0.024 -0.004 0.007 0.3330
H 2.472865 -7.344677 -1.411324 0.002 0.009 0.004 0.3243
H 4.119148 -6.016085 -0.400388 -0.009 -0.005 -0.006 0.3068
H 4.159347 -3.798962 0.013872 -0.004 -0.027 0.003 0.2207
H 4.629206 -1.634852 -0.358902 0.045 0.048 -0.035 0.5822
H 3.964614 -2.098971 1.199044 -0.007 -0.042 0.060 0.5826
H 3.550048 0.654599 -0.077802 -0.097 -0.023 -0.042 0.2672
H 4.753760 0.254112 1.085868 0.076 -0.021 0.067 0.5699
H 3.067194 1.209848 2.423270 0.041 0.054 -0.062 0.4855
H 2.940325 -0.518620 2.682859 -0.022 -0.039 0.014 0.6032
H 1.731901 0.459603 4.008283 0.022 -0.014 0.011 0.2568
H 0.419816 0.853606 5.791501 0.007 0.001 -0.002 0.3467
H -1.881302 1.299187 5.912695 0.001 0.001 -0.013 0.3538
H -3.377722 1.325036 4.090841 0.057 -0.013 0.007 0.3577
H -3.017988 0.882267 1.919532 0.023 0.010 0.055 0.2690
H -2.029487 0.534576 -1.306247 0.006 -0.038 -0.005 0.4482
H -2.714819 1.393320 0.030698 -0.047 0.064 0.043 0.3497
H -4.305844 -0.209192 -0.030133 -0.015 -0.013 -0.032 0.4700
H -3.178025 -1.173829 0.887651 0.044 -0.014 -0.018 0.3675
O -1.146549 2.433149 -5.627197 0.230 -0.310 0.032 -0.5572
C -1.524649 3.226022 -4.644165 -0.430 -0.180 0.193 0.4297
O -2.358724 4.083647 -4.795180 0.208 0.053 -0.051 -0.5934
C -0.942436 2.966891 -3.289439 0.176 0.147 0.003 0.0274
C -1.282905 3.678641 -2.151725 -0.045 0.134 0.147 0.4247
Cl -2.298428 5.023872 -1.969467 -0.014 0.000 -0.094 -0.1193
N -0.583600 3.182427 -1.104015 0.075 -0.106 0.136 0.1705
N 0.227261 2.190360 -1.515764 0.003 0.023 0.025 -0.4181
C 0.036529 2.060542 -2.820380 -0.018 -0.039 -0.037 -0.0628
C 0.885912 1.007889 -3.503538 0.028 -0.035 -0.163 1.1736
O 0.741200 0.797195 -4.707134 -0.190 0.163 0.112 -0.8665
O 1.688970 0.415172 -2.712851 -0.064 -0.024 -0.193 -0.5666
C -0.505283 3.628117 0.260151 -0.055 0.001 -0.251 0.2192
C -1.649890 3.992838 0.951877 0.029 -0.028 0.070 -0.1650
C -1.532272 4.420870 2.267239 -0.114 -0.079 -0.037 -1.1055
C -0.293578 4.454319 2.887170 0.004 0.010 0.058 -0.4561
C 0.842344 4.079196 2.182707 0.046 -0.028 -0.021 -0.7458
C 0.745506 3.679133 0.858905 -0.087 -0.018 0.093 0.0383
H -0.497442 1.733060 -5.324338 0.151 0.242 -0.097 0.4137
H -2.618777 3.945143 0.475168 0.034 -0.029 0.043 0.3303
H -2.427365 4.702724 2.809558 0.080 -0.007 -0.005 0.3872
H -0.212594 4.768760 3.920603 0.000 -0.012 -0.050 0.4417
H 1.813915 4.107439 2.661212 -0.042 0.003 -0.018 0.4118
H 1.622031 3.402623 0.292918 0.048 -0.022 -0.030 0.4566
```
Forces are in eV/Å.

Spin multiplicity = 1
Gap between HOMO and LUMO = 7.2 eV
Highest occupied orbital energy = -7.3 eV

Entry 2:
Below is 3 unconnected molecules or ions with the total composition C33H32F3NO12P2S in a non-equilibrium geometry, with properties calculated with the ωB97M-V functional and the def2-TZVPD basis.

```
84
Properties=species:S:1:pos:R:3:forces:R:3:mulliken_charge:R:1
C 5.697661 -1.799711 2.205611 0.077 -0.228 -0.447 -1.3765
C 4.812593 -2.322146 1.043772 -0.206 -0.611 0.671 0.1697
C 3.965472 -3.516496 1.597052 0.702 0.366 0.229 -0.4912
N 3.789891 -4.641323 0.659899 -0.400 0.762 -0.175 -0.2340
C 3.132817 -4.282367 -0.528902 0.704 -0.356 -0.703 0.1003
C 3.851533 -4.352030 -1.734606 -0.002 -0.302 0.974 -0.7200
C 3.249592 -3.971383 -2.896100 0.308 -0.080 -0.665 0.0897
F 3.995185 -4.020534 -4.017835 -0.160 0.090 -0.049 -0.3768
C 1.949100 -3.514414 -2.985203 -0.679 0.936 -0.386 0.1880
P 1.187339 -2.980270 -4.560637 -1.025 -1.181 -0.231 0.3932
S 0.302283 -4.461109 -5.460897 0.283 -0.009 -0.291 -0.4632
C 1.219571 -3.441745 -1.796678 0.046 0.161 0.026 0.7928
C 1.821029 -3.826498 -0.602202 -0.903 0.244 1.387 0.1468
C 0.971328 -3.685032 0.656746 -0.062 -0.182 -0.299 -0.7680
O 0.919758 -4.544068 1.511500 0.038 0.590 -0.369 -0.5751
C 0.169612 -2.392360 0.700048 0.553 -0.803 -0.082 0.7319
C 0.079693 -1.625184 1.852105 0.101 -0.466 0.232 1.1682
C 0.797030 -2.033712 3.137319 -0.634 1.013 -0.222 -1.0370
P -0.071747 -1.486403 4.678501 1.302 -1.635 0.670 1.0977
O 0.296651 -2.425853 5.739237 -0.021 0.122 0.324 -0.7627
O 0.448032 0.011130 4.998977 -0.829 -0.454 -0.954 -0.5400
O -1.663889 -1.521144 4.419645 0.687 0.822 -0.416 -0.4996
C -0.658676 -0.450171 1.765828 0.229 0.202 0.277 -0.4391
C -1.270093 -0.055846 0.593562 -0.578 0.246 -0.217 0.4418
C -2.006290 1.253508 0.584602 0.573 -0.066 -0.098 -0.5325
C -3.386007 1.390133 0.605814 0.375 -0.093 -0.060 -0.2302
C -3.908624 2.673527 0.565077 -1.388 0.030 0.118 -0.6099
C -3.134198 3.807975 0.500539 0.951 0.550 -0.042 -0.5140
C -1.744573 3.675944 0.465362 -0.400 -0.051 0.014 -0.7106
C -1.217225 2.401488 0.518327 0.830 -0.001 -0.061 -0.4947
C -1.177746 -0.837831 -0.566092 -0.769 -0.124 -0.243 -0.2748
C -1.869116 -0.386044 -1.838783 1.148 1.287 -0.180 -1.3043
C -0.950718 0.649973 -2.553514 -1.277 -0.510 -1.776 0.1544
C -0.891704 0.486797 -4.072647 1.641 -0.301 2.292 -0.6224
O 0.209606 0.114006 -3.141776 -0.406 0.062 0.183 -0.3722
C -0.441059 -2.009616 -0.496622 0.282 -0.382 -0.377 1.2449
C -0.217656 -2.922856 -1.695962 0.006 0.020 0.104 -1.1291
O -1.089829 -3.242618 -2.475168 0.688 0.300 0.409 -0.5111
H 6.613952 -2.408856 2.241045 -0.145 0.309 0.025 0.3977
H 5.966866 -0.743971 2.083166 -0.006 -0.264 0.094 0.3041
H 5.214139 -1.952076 3.181205 -0.058 0.300 -0.287 0.3474
H 4.155060 -1.541679 0.641516 0.201 -0.138 0.039 0.1703
H 5.428141 -2.725802 0.226424 -0.014 0.381 0.129 0.3011
H 4.505677 -3.914177 2.468512 -0.295 -0.049 -0.202 0.5526
H 3.017686 -3.114897 1.966730 0.078 -0.447 -0.137 -0.3514
H 4.713715 -4.983197 0.415760 -0.124 -0.076 0.128 0.4752
H 4.885861 -4.689517 -1.700206 -0.189 0.125 -0.306 0.4203
H 0.212176 -2.034572 -4.185673 0.775 0.183 0.093 -0.1154
H 2.128117 -2.298618 -5.364193 0.079 0.080 0.560 0.1156
H 0.924585 -3.112437 3.258798 -0.225 0.215 -0.108 0.3509
H 1.811716 -1.599222 3.097805 -0.298 -0.017 0.312 0.1815
H 0.958139 0.284969 4.219635 -0.070 0.378 0.239 0.3822
H -1.862535 -2.357826 3.973113 -0.197 0.073 0.156 0.3738
H -0.774371 0.209171 2.627198 0.040 -0.194 -0.171 0.6196
H -4.024470 0.507834 0.627602 0.037 0.268 0.048 0.5050
H -4.988498 2.798337 0.567683 0.218 -0.127 0.029 0.3555
H -3.559154 4.809625 0.473750 -0.184 -0.319 -0.018 0.4188
H -1.078381 4.533710 0.384317 -0.219 -0.132 0.083 0.4431
H -0.131545 2.290977 0.481372 -0.254 -0.080 0.054 0.5480
H -2.790037 0.154322 -1.594783 0.028 -0.378 -0.144 0.2943
H -2.038999 -1.185881 -2.559895 -0.165 -0.021 0.459 0.5767
H -0.929811 1.670964 -2.155842 0.350 -0.408 0.046 0.5680
H -0.466323 1.274559 -4.687079 -0.867 -0.049 -0.276 0.2993
H -1.350831 -0.425085 -4.451641 -0.137 0.539 -0.439 0.2970
C -8.654500 5.075857 -1.672405 -0.456 0.016 -0.268 -0.4582
C -7.285705 5.698732 -1.580780 -0.002 0.208 0.468 0.3016
O -6.525711 4.684976 -0.949824 -0.199 -0.121 -0.483 -0.2337
C -7.102462 3.495532 -1.299692 0.018 -0.423 0.089 0.6245
O -6.584142 2.439008 -1.172934 -0.107 0.033 0.017 -0.4455
O -8.342626 3.688455 -1.816937 0.307 0.240 0.097 -0.3405
F -7.292253 6.799987 -0.790781 0.095 0.015 -0.049 -0.2795
H -9.238152 5.225168 -0.762521 0.174 0.105 0.074 0.2795
H -9.226805 5.439355 -2.522779 0.036 -0.218 -0.079 0.2691
H -6.835606 5.945715 -2.544344 0.035 0.127 0.066 0.2913
C 4.037256 3.602689 0.560764 0.488 0.122 -0.185 -0.5001
C 3.018648 4.015241 1.591478 -0.349 0.260 -0.277 0.3200
O 2.176220 2.878657 1.664388 0.505 -0.155 0.174 -0.2914
C 2.953325 1.802031 1.348972 -0.026 -0.287 -0.151 0.4224
O 2.652368 0.675182 1.562071 -0.100 -0.085 0.088 -0.1764
O 4.113938 2.189231 0.766368 -0.321 0.121 0.200 -0.3170
F 2.289472 5.077112 1.172493 -0.031 -0.026 0.094 -0.2845
H 3.700644 3.804437 -0.457488 -0.180 0.065 0.092 0.2991
H 5.005309 4.074215 0.712654 0.065 -0.226 0.062 0.2971
H 3.433285 4.226048 2.579076 -0.096 0.110 -0.002 0.2606
```
Forces are in eV/Å.

Spin multiplicity = 1
SMILES string = CCCNc1cc(F)c([PH2]=S)c2c1C(=O)c1c(CP(=O)(O)O)cc(-c3ccccc3)c(C[C@@H]3CO3)c1C2=O.O=C1OC[C@@H](F)O1.O=C1OC[C@@H](F)O1
Gap between HOMO and LUMO = 7.6 eV
Highest occupied orbital energy = -8.1 eV

Entry 3:
Below is a molecular structure, C33H32FN5O4PtS2 in a non-equilibrium geometry, with properties calculated with the ωB97M-V functional and the def2-TZVPD basis.

```
78
Properties=species:S:1:pos:R:3:forces:R:3:mulliken_charge:R:1
Pt 0.156322 -0.319113 -0.127586 1.243 0.346 -0.016 0.8424
C 0.029847 -0.827283 4.168028 -0.122 0.063 0.039 -1.7929
C -0.389678 -0.755561 2.726303 -0.063 0.099 0.065 1.0373
N 0.438798 -0.275824 1.852288 0.135 0.073 0.300 0.6654
N 1.672738 0.171118 2.368069 -0.271 -0.015 -0.346 -0.8104
C 2.587945 0.202140 1.472045 0.208 -0.079 -0.162 0.2868
S 2.431631 -0.349865 -0.169054 0.080 0.010 0.080 -0.3582
S 4.170999 0.883072 1.938723 -0.062 0.002 -0.077 -0.1474
C 3.654856 2.636850 2.067852 -0.014 -0.158 0.135 -1.2737
C 3.227909 3.274009 0.779174 -0.012 -0.098 0.019 0.6738
C 1.873430 3.411808 0.500194 -0.091 0.062 -0.022 -0.1849
C 1.451378 4.009891 -0.680337 0.088 -0.033 -0.001 -0.5570
C 2.387034 4.463497 -1.597844 0.049 -0.008 0.003 -0.4237
C 3.745345 4.317089 -1.332437 -0.062 -0.010 0.023 -0.5796
C 4.161094 3.725988 -0.149675 0.004 -0.020 -0.034 -0.3944
C -1.716485 -1.220303 2.338948 0.045 0.078 0.339 0.5760
C -2.764532 -1.104797 3.271705 0.102 0.061 -0.044 -0.8385
C -4.040383 -1.513681 2.974509 -0.053 -0.069 -0.128 -0.7085
C -4.293206 -2.075684 1.713587 0.005 0.051 0.056 -0.4846
C -3.287519 -2.204511 0.788240 -0.103 -0.100 0.006 -0.6028
C -1.968120 -1.802698 1.078707 0.303 -0.282 -0.352 0.6801
O -1.014986 -2.051153 0.206951 -0.767 0.059 0.280 -0.9429
H 1.061307 -1.157557 4.239462 0.020 -0.022 0.002 0.4498
H -0.016437 0.161958 4.629491 0.007 -0.011 -0.021 0.3248
H -0.615327 -1.509615 4.712791 0.002 0.017 0.012 0.5019
H 2.846420 2.670983 2.795487 0.042 0.048 0.063 0.4160
H 4.533109 3.123374 2.493295 -0.020 0.063 -0.016 0.5034
H 1.134539 3.059898 1.213168 0.040 -0.014 -0.018 0.3008
H 0.393634 4.119007 -0.872336 -0.105 -0.029 -0.034 0.4284
H 2.061330 4.934105 -2.518378 0.012 -0.020 0.019 0.3937
H 4.480299 4.668168 -2.046772 -0.014 -0.005 0.010 0.3691
H 5.219646 3.604517 0.055058 -0.026 0.010 -0.004 0.3683
H -2.567766 -0.646269 4.233465 0.004 -0.031 -0.017 0.3967
H -4.836548 -1.395966 3.697464 0.006 -0.001 -0.021 0.3906
H -5.295138 -2.406238 1.464558 0.015 0.023 -0.003 0.3655
H -3.464587 -2.626914 -0.192541 -0.015 -0.016 0.029 0.4400
F 1.490015 -1.984940 -6.556557 0.031 -0.090 0.140 -0.3851
C 0.857960 -0.864972 -6.097768 -0.060 -0.094 0.257 0.8171
C 0.613158 -0.773033 -4.744371 0.014 0.022 0.025 -1.1713
C -0.101395 0.343285 -4.227125 -0.045 -0.007 -0.374 0.9402
C -0.430919 0.434470 -2.863963 0.020 -0.294 0.410 1.5525
O -0.011440 -0.530578 -2.087004 0.002 0.111 -0.607 -1.0677
C -1.250657 1.526498 -2.427866 0.052 0.030 0.060 0.0641
C -1.610160 2.466970 -3.328725 0.055 0.028 -0.077 -0.8873
N -1.220407 2.443065 -4.642037 0.102 -0.055 -0.065 0.4148
C -1.716731 3.447372 -5.534148 0.015 -0.011 0.026 -0.2291
C -1.653198 4.873889 -5.094918 0.021 0.072 0.042 -0.8552
C -0.746047 4.386800 -6.188208 0.010 0.089 -0.045 -0.5112
C -0.509879 1.354543 -5.146178 -0.032 -0.014 0.077 -0.1950
C -0.194781 1.253142 -6.485398 0.052 -0.013 -0.043 -0.9369
C 0.490516 0.110377 -6.993668 -0.035 0.305 -0.047 -1.4355
N 0.772420 0.096066 -8.397381 -0.172 0.001 -0.098 0.2619
C -0.387579 0.211016 -9.277242 0.009 -0.172 0.012 -0.6446
C 0.055508 1.003636 -10.518811 0.047 0.020 -0.018 -0.7389
N 1.553403 0.874832 -10.571235 -0.115 -0.098 0.064 -0.1492
C 1.925462 -0.569812 -10.406601 0.052 0.006 0.040 -0.6854
C 1.681414 -0.910738 -8.919880 0.103 0.130 -0.077 -0.7899
C -1.803358 1.730640 -1.035073 0.114 0.092 0.165 0.2608
O -2.502802 2.714618 -0.830658 -0.065 -0.009 0.005 -0.7617
O -1.519228 0.871394 -0.116527 -0.742 -0.060 0.169 -0.5774
H 0.932235 -1.558461 -4.075401 -0.027 0.007 -0.024 0.5805
H -2.232781 3.291627 -3.017217 -0.018 -0.011 -0.009 0.7360
H -2.577950 3.142353 -6.122413 0.004 -0.027 -0.013 0.3448
H -1.205865 5.070434 -4.130012 -0.003 -0.009 -0.022 0.2470
H -2.479328 5.522579 -5.349252 -0.001 -0.031 -0.015 0.2524
H 0.303299 4.259219 -5.957520 -0.035 -0.032 0.052 0.2756
H -0.958608 4.697706 -7.203509 0.014 -0.006 0.008 0.2884
H -0.431929 2.066482 -7.155617 -0.024 -0.024 -0.041 0.7405
H -1.189944 0.736630 -8.770460 -0.003 0.009 0.049 0.5096
H -0.770532 -0.777671 -9.566035 -0.020 0.009 -0.007 0.2884
H -0.173381 2.064511 -10.442102 0.011 0.019 0.025 0.4252
H -0.358028 0.608266 -11.443769 0.050 0.010 -0.041 0.3588
H 1.866557 1.329568 -9.701532 0.051 0.057 -0.017 0.3813
H 1.966391 1.319476 -11.386258 -0.037 -0.044 -0.048 0.2962
H 2.961550 -0.712757 -10.700899 0.023 0.042 0.004 0.3713
H 1.287030 -1.139739 -11.077451 -0.010 0.008 -0.036 0.3167
H 2.613083 -0.861906 -8.358499 -0.013 -0.030 -0.012 0.5012
H 1.296729 -1.932093 -8.845715 -0.004 0.020 -0.060 0.4843
```
Forces are in eV/Å.

Spin multiplicity = 3
Gap between HOMO and LUMO (spin up / spin down) = 3.3 / 5.6 eV
Highest occupied orbital energy (spin up / spin down) = -4.5 / -6.9 eV